No. 1
{
  "formula": "C9H10N2",
  "method": "ωB97M-V/def2-TZVPD",
  "elements": ["C", "C", "C", "C", "C", "C", "C", "C", "C", "N", "N", "H", "H", "H", "H", "H", "H", "H", "H", "H", "H"],
  "xyz": [[-1.88351, 0.07314, -1.00471], [2.14915, 1.78191, -0.38934], [1.21179, -0.25126, -0.46631], [1.10286, -1.53911, -0.53560], [2.48132, 0.47659, -0.62019], [0.21897, 0.77188, -0.23780], [-0.12014, -2.32501, -0.29698], [-1.94674, 2.12222, 0.38706], [-1.27096, 0.74142, 0.08509], [-2.35963, -0.33149, -1.95669], [0.78404, 1.94610, -0.24067], [2.74154, 2.63492, -0.63645], [1.94899, -2.11598, -0.86501], [3.44038, 0.02434, -0.73192], [-0.65362, -1.91301, 0.56881], [0.19029, -3.31311, -0.04934], [-0.71855, -2.02722, -1.11082], [-1.12869, 2.83691, 0.10912], [-2.88841, 2.18263, -0.15518], [-1.97168, 2.32540, 1.46729], [-1.35071, 0.07204, 1.06377]],
  "forces_ev_per_a": [[-0.72, 0.16, -0.15], [0.77, -1.42, -1.81], [1.24, 1.86, -0.06], [-0.14, -2.36, -0.01], [-1.10, 1.21, 0.81], [-0.03, 2.54, 0.96], [0.68, 1.41, 1.70], [2.35, 0.07, 0.01], [0.58, -1.19, 3.12], [-0.55, -0.71, -1.04], [-0.82, -0.27, 0.47], [0.44, 0.46, 0.55], [0.52, -0.06, 0.12], [0.39, -0.13, -0.26], [0.10, -0.19, 0.01], [-0.61, -1.06, -0.57], [-1.22, -1.12, -1.34], [-1.28, -0.17, -0.53], [0.14, 0.42, 0.31], [-0.69, -0.53, -0.29], [-0.06, 1.07, -1.99]],
  "nbo_charge": [0.2895, -0.0449, -0.1739, 0.0357, -0.2382, 0.2426, -0.6867, -0.6164, -0.3668, -0.3260, -0.4376, 0.2049, 0.2011, 0.2202, 0.2169, 0.2327, 0.2692, 0.2712, 0.2308, 0.2236, 0.2520],
  "relative_energy_kj_mol": 274.2,
  "charge": 0,
  "smiles": "C/C=C1/C=CN=C1[C@@H](C)C#N"
}



No. 2
{
  "formula": "C5H8N2",
  "method": "ωB97M-V/def2-TZVPD",
  "elements": ["C", "C", "C", "C", "N", "C", "N", "H", "H", "H", "H", "H", "H", "H", "H"],
  "xyz": [[-1.10583, 0.37983, -1.35250], [-0.13063, 0.16585, -0.20528], [-0.87906, -0.19331, 1.18603], [-0.01012, -1.11672, 1.90731], [0.84740, -1.81487, 2.24806], [1.25583, -0.36351, -0.37090], [1.03093, 1.02560, 0.04978], [-1.67379, -0.54096, -1.51820], [-1.81211, 1.16823, -1.07671], [-0.67495, 0.65516, -2.32505], [-1.88964, -0.63006, 1.11190], [-1.03844, 0.70490, 1.79511], [1.75299, -0.59006, -1.31501], [1.59929, -1.04471, 0.41783], [1.23075, 1.67753, -0.71149]],
  "forces_ev_per_a": [[-0.02, 0.02, 0.15], [-0.37, -0.23, 0.49], [0.25, 0.23, -0.61], [0.83, -0.59, 0.28], [-1.13, 0.45, 0.28], [0.18, -0.55, 0.38], [-0.03, 0.04, -0.06], [0.01, 0.11, 0.06], [-0.04, -0.05, -0.06], [0.30, -0.06, 0.45], [0.49, -0.04, -0.54], [0.35, 0.02, -0.28], [-0.66, 0.33, -0.17], [0.11, 0.61, -0.51], [-0.29, -0.28, 0.13]],
  "nbo_charge": [-0.6234, 0.1058, -0.5221, 0.3054, -0.3438, -0.2711, -0.6003, 0.2211, 0.2118, 0.2225, 0.2493, 0.2592, 0.2008, 0.2272, 0.3575],
  "relative_energy_kj_mol": 173.5,
  "charge": 0,
  "smiles": "C[C@@]1(CC#N)CN1"
}



Which HOMO energy belongs to each record? In order, -8.95; -9.58 eV.